11
Properties=species:S:1:pos:R:3:forces:R:3:nbo_charge:R:1 method="wB97M-V/def2-TZVPD" gap_ev="5.89 / 7.08" homo_energy_ev="-4.8 / -9.4" multiplicity=3 de_lowest_kj_mol=214.0 charge=0 s2=2.0396
C 0.140816 -0.672511 0.506836 -3.1 2.1 1.8 -0.145
C 0.884672 -1.216712 -0.566426 2.9 -3.3 -1.2 -0.094
C -0.369177 0.543073 -0.012305 -1.0 -0.9 3.5 -0.191
N 0.183815 0.839205 -1.143048 -0.4 2.3 -1.3 -0.168
N 0.839518 -0.269583 -1.541124 1.3 -1.1 -3.2 -0.474
P -1.436726 1.798044 0.833357 1.6 0.2 0.2 0.323
H -0.164164 -1.164262 1.414564 0.1 0.1 0.1 0.215
H 1.445326 -2.148368 -0.711961 -0.5 0.7 0.3 0.204
H 1.595432 -0.137885 -2.185928 0.2 0.2 -0.1 0.381
H -0.761087 1.471622 2.039839 0.2 0.8 0.1 -0.021
H -2.358426 0.957374 1.366195 -1.4 -1.1 -0.1 -0.031

14
Properties=species:S:1:pos:R:3:forces:R:3:nbo_charge:R:1 method="wB97M-V/def2-TZVPD" gap_ev="6.18 / 8.04" homo_energy_ev="-6.9 / -8.5" de_lowest_kj_mol=391.0 charge=0
C -1.589813 0.541026 -0.237776 -1.3 -0.4 0.3 -0.333
C 1.110487 -0.265465 -0.043369 -1.7 -1.2 -1.0 -0.938
C -2.681466 0.869500 0.416820 1.3 -0.2 -1.1 -0.440
C 1.773809 -1.262264 0.554210 1.4 3.0 -0.4 -0.325
Si -0.568600 -0.891640 -0.717975 2.0 -1.3 0.2 1.043
Si 1.706737 1.398400 -0.402465 -0.1 1.0 -1.2 0.795
H -2.771532 1.655986 1.094331 0.5 1.7 1.1 0.208
H -3.642141 0.464934 0.292699 -1.2 -1.3 -0.5 0.207
H 2.787485 -1.128964 0.827112 1.1 0.1 0.5 0.176
H 1.367281 -2.129058 0.881946 -1.5 -2.7 0.6 0.185
H -0.742246 -2.242490 0.104887 -0.4 1.4 -0.8 -0.151
H -0.194381 -1.402323 -2.155761 -0.9 0.8 0.9 -0.133
H 1.008037 2.471666 -1.346693 0.5 -1.3 1.2 -0.125
H 2.436345 1.920692 0.732033 0.2 0.5 0.3 -0.169

8
Properties=species:S:1:pos:R:3:forces:R:3:nbo_charge:R:1 method="wB97M-V/def2-TZVPD" gap_ev=7.28 homo_energy_ev=-3.2 de_lowest_kj_mol=190.2 charge=-1
C 1.738346 -0.362926 -0.055207 0.4 1.2 0.3 1.003
C -1.441009 0.712036 -0.100160 -0.3 1.4 -1.8 0.700
C -0.491546 -0.032664 0.545238 2.5 -2.0 2.3 -0.406
O -0.944130 -0.277179 -0.866032 -1.1 0.0 -2.0 -0.576
O 1.969350 0.588478 -0.769318 -0.5 -2.6 1.5 -0.607
O -2.070978 1.703576 -0.390009 -0.4 -0.5 0.7 -0.644
O 1.994982 -1.372180 0.551814 -0.5 1.7 -1.3 -0.625
H -0.755017 -0.959142 1.083672 -0.2 0.7 0.5 0.154

96
Properties=species:S:1:pos:R:3:forces:R:3:mulliken_charge:R:1 method="wB97M-V/def2-TZVPD" gap_ev=0.89 homo_energy_ev=-1.0 charge=-1
C -4.756457 -1.975322 4.800985 -1.0 -0.4 0.6 -0.963
C -5.711809 -0.735884 5.011811 0.1 0.3 0.9 -0.493
C -4.997692 0.669675 4.957961 0.1 0.3 -0.4 -1.073
C -3.862479 0.797568 3.902240 2.1 0.3 -0.3 0.362
C -2.545542 1.203775 4.410877 -0.4 -0.3 -1.4 0.368
C -1.366196 1.381094 3.580922 -2.3 -0.8 -1.0 -0.171
O -0.185179 1.801486 4.141817 -1.6 0.4 -1.0 -0.307
C -0.351199 2.898681 5.066038 1.0 0.2 1.2 -1.259
C -0.134624 2.332856 6.529471 -0.1 0.3 0.7 0.586
C -1.204020 2.862943 7.568421 0.4 -0.1 0.3 -1.351
C 1.330115 2.659339 7.057224 0.1 -1.2 -0.4 0.468
C 1.663894 1.825630 8.379762 -0.6 0.7 -0.2 -1.332
C 2.442240 2.240420 6.003939 -0.6 1.0 -0.4 -1.480
C -1.523248 1.085403 2.144552 -0.6 -0.1 0.8 -0.530
C -2.824485 0.642693 1.582380 0.5 0.6 2.1 0.666
C -3.983957 0.527494 2.479123 1.5 0.3 0.3 -0.066
Br -5.731729 0.013048 1.809651 1.0 0.4 0.2 -0.140
C -2.868225 0.331861 0.083546 0.4 -0.1 -1.1 0.486
O -3.780235 -0.227242 -0.490957 0.4 0.5 0.9 -0.566
C -1.640678 0.708249 -0.798290 0.5 0.7 0.8 0.449
N -1.791304 0.556048 -2.258761 -0.2 -1.4 2.0 -0.492
C -1.503372 -0.595647 -2.586069 1.1 -0.7 -1.8 0.212
S -0.894751 -1.928339 -3.220691 -1.0 1.5 1.0 -0.256
C -0.442604 1.128934 -0.301968 -1.4 -0.2 -0.5 0.355
C 0.707955 1.448204 -1.291040 1.0 0.2 1.0 -1.023
C 0.690359 2.918668 -1.878376 -0.7 0.0 -1.0 -0.886
C -0.700355 3.642609 -1.810881 0.4 1.3 0.0 -0.129
C -0.621005 5.019471 -2.606224 1.4 -1.1 0.2 -0.706
N -1.749713 5.922079 -2.278090 -1.1 -1.1 -1.2 -0.293
C -2.471776 6.351740 -3.417541 -0.6 0.8 -0.8 0.692
C -4.041761 6.444764 -3.445378 -0.1 0.2 0.9 -0.996
O -1.903871 6.713241 -4.431740 0.1 -0.5 0.6 -0.572
C -0.294762 1.238892 1.238898 0.6 -0.1 -1.3 0.889
O 0.840823 1.414255 1.645152 -1.1 0.0 0.3 -0.603
H -3.672490 -1.724420 4.740519 -0.9 -0.1 -0.3 0.266
H -5.136297 -2.563121 3.928381 0.8 0.5 0.5 0.226
H -4.869351 -2.653024 5.694412 0.2 0.6 -0.9 0.321
H -6.142053 -0.830966 6.049777 0.3 0.2 -1.0 0.460
H -6.582944 -0.720206 4.318183 0.8 -0.3 0.5 0.357
H -5.731137 1.499705 4.745251 0.5 -0.9 0.2 0.380
H -4.563277 0.914862 5.967495 -0.2 -0.3 -1.0 0.171
H -2.424468 1.392088 5.503496 -0.3 -0.2 -1.1 -0.275
H 0.483026 3.620458 4.837698 -0.8 -0.7 0.1 0.430
H -1.299902 3.473389 4.939194 0.5 -0.8 0.0 0.492
H -0.261239 1.212477 6.510624 0.3 1.0 -0.3 0.284
H -2.155690 2.262822 7.536963 0.8 0.8 -0.2 0.259
H -1.392167 3.960507 7.438895 -0.1 -1.0 0.0 0.330
H -0.823095 2.741858 8.622181 -0.3 0.1 -1.0 0.399
H 1.341407 3.767178 7.262234 0.3 -1.0 -0.2 0.352
H 1.619776 2.534111 9.245568 0.3 -0.9 -0.5 0.280
H 2.664555 1.339210 8.295740 -0.8 0.6 0.2 0.425
H 0.913509 1.014297 8.565613 0.6 0.7 -0.2 0.302
H 2.263672 1.200749 5.625877 0.3 0.8 0.6 0.265
H 3.452919 2.382965 6.457857 -0.8 -0.4 -0.4 0.485
H 2.424456 2.896603 5.087429 0.0 -0.6 0.9 0.334
H 0.764674 0.719510 -2.138292 -0.4 0.5 0.9 0.275
H 1.676280 1.333815 -0.730356 -0.9 0.0 -0.5 0.337
H 1.464939 3.589374 -1.421488 -0.7 -0.7 -0.2 0.375
H 0.953436 2.828515 -2.971966 -0.1 0.1 1.1 0.297
H -0.904106 3.875140 -0.729616 -0.1 -0.3 -0.9 0.296
H -1.542213 3.075162 -2.274890 0.7 0.1 0.6 0.278
H 0.373165 5.496834 -2.386619 -1.0 -0.2 -0.2 0.274
H -0.601737 4.729170 -3.691634 -0.2 0.7 0.9 0.293
H -2.352627 5.458773 -1.596739 0.1 0.4 -0.2 0.284
H -4.492771 5.610178 -4.046129 0.7 0.6 0.7 0.245
H -4.481504 6.458489 -2.413323 0.3 -0.2 -0.9 0.320
H -4.371519 7.391818 -3.949935 0.7 -0.8 0.4 0.292
C 5.096086 -4.321219 -6.959221 0.5 0.3 0.0 -1.743
C 4.634702 -5.164452 -5.753821 0.0 0.6 0.1 1.471
C 4.756009 -4.327814 -4.465421 0.1 0.1 0.2 -1.362
C 3.734480 -3.202588 -4.322748 0.0 0.1 0.1 -0.621
C 2.419222 -3.483816 -5.050461 0.1 0.2 -0.1 -0.618
C 2.127136 -4.974975 -5.306447 0.4 0.3 0.1 1.875
N 3.243805 -5.540439 -6.055422 -0.2 0.4 -0.3 0.407
O 3.070923 -6.873273 -6.360588 -0.2 -0.8 0.1 -0.986
C 0.869289 -5.023345 -6.187993 -0.2 -0.2 -0.1 -1.769
C 1.806410 -5.678242 -3.974704 -0.2 -0.2 0.3 -1.615
C 5.626941 -6.325458 -5.599753 -0.2 -0.3 -0.1 -1.812
H 5.055007 -4.905600 -7.880883 -0.2 -0.1 0.1 0.391
H 6.131002 -3.974318 -6.833723 0.1 0.0 0.0 0.342
H 4.469897 -3.437935 -7.101990 -0.1 -0.1 0.1 0.345
H 4.660250 -4.988496 -3.598043 0.0 -0.2 -0.2 0.333
H 5.763693 -3.901024 -4.387125 0.0 -0.1 -0.1 0.543
H 3.542283 -3.035305 -3.257635 0.0 0.0 0.0 0.300
H 4.156225 -2.264943 -4.698301 0.0 0.0 0.0 0.348
H 1.597356 -3.022752 -4.493118 -0.1 -0.1 0.0 -0.330
H 2.443993 -2.958589 -6.011362 0.0 -0.2 -0.1 0.381
H 1.062208 -4.577356 -7.167090 0.2 -0.1 0.1 0.448
H 0.046841 -4.464253 -5.725362 0.0 0.1 0.1 0.260
H 0.520533 -6.045872 -6.344627 0.2 0.0 0.0 0.371
H 0.950987 -5.197828 -3.483902 0.0 0.1 0.0 0.298
H 2.638519 -5.651802 -3.267480 0.1 0.0 -0.1 0.313
H 1.538452 -6.725142 -4.129913 0.2 0.0 -0.2 0.364
H 6.639704 -5.941934 -5.430896 -0.1 0.2 0.1 0.380
H 5.670205 -6.948779 -6.493532 -0.3 0.0 0.1 0.341
H 5.370429 -6.960339 -4.748359 -0.1 0.0 -0.1 0.388

13
Properties=species:S:1:pos:R:3:forces:R:3:nbo_charge:R:1 method="wB97M-V/def2-TZVPD" gap_ev=11.07 homo_energy_ev=-10.1 de_lowest_kj_mol=363.2 charge=0
C 2.139359 0.158670 0.064012 0.2 0.1 0.0 -0.439
N 0.863541 -0.544046 0.081580 -0.4 0.2 0.3 -0.467
C -0.116062 0.043720 0.588424 0.3 -0.3 -0.2 0.482
O -0.464425 1.220224 1.150220 0.1 0.2 0.0 -0.484
C -1.511799 0.178132 0.887310 -0.1 -0.3 0.1 0.301
O -2.462071 0.452140 -0.037352 0.1 0.1 -0.1 -0.663
H 2.386310 0.413576 -0.972177 0.0 0.0 0.1 0.205
H 2.148806 1.077109 0.664206 0.0 -0.1 -0.1 0.189
H 2.917648 -0.517314 0.429205 -0.1 0.1 0.0 0.207
H -1.950686 -0.203129 1.804067 0.1 0.1 -0.1 0.186
H -2.055151 0.499433 -0.914128 -0.1 0.0 0.1 0.491
H -0.623795 -1.354200 -1.690485 -0.1 0.0 -0.1 0.024
H -1.271676 -1.424318 -2.054883 0.0 0.0 0.0 -0.032

24
Properties=species:S:1:pos:R:3:forces:R:3:nbo_charge:R:1 method="wB97M-V/def2-TZVPD" gap_ev=9.69 homo_energy_ev=-8.8 de_lowest_kj_mol=62.2 smiles=Cc1ccc(O)cc1.CC charge=0
C -0.206153 -1.257066 -2.484186 0.4 -0.1 -0.3 -0.632
C -0.915062 -0.590044 -1.324615 0.9 -0.7 -0.5 -0.026
C -1.146271 -1.362426 -0.185413 0.0 1.1 -0.2 -0.196
C -1.701389 -0.752438 0.927580 0.1 -0.4 0.1 -0.245
C -1.987177 0.600704 0.901667 -0.9 0.2 -0.1 0.262
O -2.793552 1.154358 1.894707 0.4 0.1 0.3 -0.708
C -1.740136 1.364456 -0.227065 0.5 0.1 -0.3 -0.239
C -1.204612 0.764258 -1.357666 -0.4 -0.5 0.4 -0.213
H 0.532642 -1.982232 -2.114251 -0.5 -0.1 0.0 0.215
H 0.415060 -0.584878 -3.094579 -0.5 0.2 0.2 0.216
H -0.923558 -1.759752 -3.143412 0.2 0.0 0.0 0.219
H -0.840624 -2.394797 -0.201276 -0.1 -0.2 0.2 0.212
H -1.901428 -1.329226 1.820569 -0.1 0.1 0.1 0.221
H -2.277240 1.497056 2.632218 0.1 -0.1 -0.1 0.480
H -1.886970 2.433596 -0.214059 -0.4 0.1 0.1 0.221
H -1.087763 1.287754 -2.294858 0.2 0.3 0.1 0.215
C 3.208253 0.262140 0.920784 -0.2 -1.1 -0.7 -0.606
C 1.699478 0.393830 1.117379 0.3 2.1 1.7 -0.625
H 3.725394 0.110146 1.870380 -0.1 0.4 0.0 0.204
H 3.465097 -0.632048 0.355370 0.0 -0.1 -0.3 0.194
H 3.620188 1.098018 0.354901 0.0 0.1 0.3 0.206
H 1.215472 -0.371042 1.717555 0.0 -0.5 -0.5 0.209
H 1.650434 1.256092 1.809928 -0.2 -0.1 0.0 0.194
H 1.079919 0.793544 0.318341 0.2 -0.8 -0.5 0.220